# 1
Here is a structure of composition C25H32AsLiOPSi2 from the Open Molecules 2025 dataset. Energies are from ωB97M-V with the def2-TZVPD basis set.

Atoms and positions in Å:
P (-1.1709, 1.9858, -1.0807)
H (5.2239, -3.2540, 0.0486)
C (-2.9288, 4.0177, -0.3923)
O (-1.0622, -0.9687, 0.4360)
C (-1.6856, 4.4877, -2.3845)
H (5.2787, -1.0606, 3.1337)
C (-2.3362, 5.7125, -2.4963)
H (-4.3302, 5.5136, 0.2293)
C (1.0974, 1.2033, -4.4452)
C (0.0582, 1.1858, -3.5239)
H (3.5384, -1.3409, 2.8867)
C (-3.4776, 1.2875, -2.6261)
C (-4.1718, -0.9795, -2.9769)
Si (4.5274, -0.1063, 0.9661)
C (4.6703, -3.4189, -0.8796)
C (-2.4478, 0.8600, -1.7996)
H (-5.1374, 0.7216, -3.8726)
H (2.5601, -3.4496, 1.5596)
H (5.2393, -2.9580, -1.6905)
H (7.0349, 0.0294, 1.0406)
C (-2.2944, -0.5125, -1.5378)
H (3.0069, 2.0302, -4.9621)
H (-0.7830, 0.5203, -3.6689)
C (2.0471, -3.1457, -2.3715)
H (4.6185, -4.4994, -1.0546)
C (4.3058, 1.6052, 1.7135)
C (-3.5888, 5.2309, -0.5079)
C (-3.1508, -1.4232, -2.1437)
H (5.0198, 1.7733, 2.5273)
H (6.3706, 0.6246, -0.5001)
C (-1.9739, 3.6242, -1.3328)
As (2.9286, -0.3882, -0.6624)
Li (0.5604, -0.0120, 0.1344)
H (1.9605, -4.2334, -2.4722)
H (3.1155, 3.4712, -2.9516)
H (3.2951, 1.7398, 2.1053)
C (6.2751, -0.1448, 0.2706)
H (4.7181, -2.3426, 2.0458)
H (-2.0955, 6.3714, -3.3219)
C (2.0609, -3.5943, 0.5998)
H (4.4692, 2.3709, 0.9494)
H (-0.9480, 4.2036, -3.1249)
H (-3.1575, 3.3599, 0.4394)
C (-3.2911, 6.0861, -1.5629)
H (-3.0145, -2.4831, -1.9611)
C (2.2500, 2.8452, -3.1269)
C (4.5144, -1.3276, 2.3954)
H (2.0384, -4.6675, 0.3756)
H (-4.8381, -1.7016, -3.4361)
Si (2.9384, -2.6833, -0.7887)
C (0.1116, 1.9918, -2.3927)
H (1.0466, -2.7038, -2.3717)
H (1.2969, 3.4112, -1.2963)
C (1.2235, 2.8108, -2.1972)
H (-3.7980, 7.0390, -1.6530)
C (-4.3458, 0.3754, -3.2204)
H (1.0323, -3.2388, 0.7018)
C (-1.0380, -0.8618, -0.8009)
H (1.0581, 0.5491, -5.3074)
H (6.4775, -1.1062, -0.2073)
H (2.5806, -2.7526, -3.2406)
C (2.1894, 2.0352, -4.2524)
H (-3.6011, 2.3473, -2.8200)

Force components x, y, z for each atom (eV/Å):
0.0 0.0 -0.2
0.0 0.0 0.0
0.0 0.0 0.0
-0.4 -0.2 0.4
0.0 0.1 -0.1
0.0 0.0 0.0
0.0 -0.1 0.0
0.0 0.0 0.0
0.0 0.0 0.0
0.0 0.0 0.0
0.0 0.0 0.0
-0.1 0.1 0.0
0.0 -0.1 0.0
-0.2 -0.1 -0.2
0.1 -0.1 0.0
0.0 0.1 0.0
0.0 0.0 0.0
0.0 0.0 0.0
0.0 0.0 0.0
0.0 0.0 0.0
0.0 -0.1 0.1
0.0 0.0 0.0
0.0 0.0 0.0
-0.1 -0.1 -0.2
0.0 0.0 0.0
0.1 0.2 0.1
0.0 0.0 0.0
-0.2 0.0 0.0
0.0 0.0 0.0
0.0 0.0 0.0
0.0 0.0 0.0
0.1 0.3 0.0
0.3 -0.3 -0.1
0.0 0.0 0.0
0.0 0.0 0.0
0.0 0.0 0.0
0.2 0.0 -0.1
0.0 0.0 0.0
0.0 0.0 0.0
-0.1 -0.1 0.1
0.0 0.0 0.0
0.0 0.0 0.0
0.0 0.0 0.0
0.0 0.0 0.0
0.0 0.0 0.0
0.0 0.0 0.0
0.0 -0.1 0.2
0.0 0.0 0.1
0.0 0.0 0.0
0.0 0.3 0.0
-0.1 0.1 0.0
0.0 0.0 0.0
0.0 0.0 0.0
0.0 0.0 0.0
0.0 0.0 0.0
0.1 0.0 0.1
0.0 0.0 0.0
0.2 0.4 -0.3
0.0 0.0 0.0
0.0 0.0 0.0
0.0 0.0 0.0
0.0 0.0 0.0
0.0 0.0 0.0

energy relative to the best compared isomer or geometry (same formula, charge and spin) = 3.5 kcal/mol
total charge = -1
E = -4210.8434 Eh
M = 517.54 Da

# 2
Here is a structure of composition C29H37AuCl5GeNO2SSe from the Open Molecules 2025 dataset. Energies are from ωB97M-V with the def2-TZVPD basis set.

Atoms and positions in Å:
H (-2.3956, -5.1100, 0.4150)
H (3.4130, 3.4696, -1.9820)
C (1.8998, 5.6719, -0.9903)
H (3.8783, -7.2698, -3.1107)
C (-2.4886, -3.2924, 1.5484)
H (0.8124, 4.4457, 1.4487)
H (-6.5743, 1.1046, -1.3876)
Cl (4.7123, 0.7501, 1.7516)
C (-1.4736, 0.4439, -2.1792)
C (-0.5086, -4.0972, 0.4433)
H (-3.5282, -3.4224, 1.8171)
H (1.6343, 5.9941, -1.9964)
C (2.0025, -3.9582, -2.4491)
H (5.1155, -5.1300, -3.0868)
C (-1.7734, -2.2005, 2.0231)
C (1.4173, 3.2936, -1.2341)
C (-1.8522, -4.2413, 0.7610)
H (-0.0073, -4.8600, -0.1396)
C (1.3097, -5.1636, -2.4711)
C (2.1957, 1.1027, 2.6704)
C (1.6700, 1.3668, 5.0706)
H (0.1308, -1.2137, 2.0956)
C (-6.4212, 1.5144, -0.3904)
Cl (-0.3984, 1.3378, 3.3814)
H (-2.2469, -1.4858, 2.6861)
H (-4.4363, 3.6603, 1.7723)
C (-3.6009, 0.1615, -0.2367)
C (1.2685, 1.2602, 3.7624)
H (2.3971, 2.2730, -2.8078)
Au (1.5948, 0.9646, 0.8153)
C (3.3533, -6.3431, -2.9249)
H (1.3114, -1.9836, -3.0354)
H (-0.2726, 5.4547, 0.4698)
Cl (0.5433, 1.5793, 6.3396)
H (-1.5728, -0.5812, -2.5319)
H (-2.2358, 1.0814, -2.6234)
H (2.1843, 4.0116, -3.1154)
H (1.6174, 6.4537, -0.2923)
H (-3.9434, -0.3801, -1.1161)
C (3.3770, -3.9523, -2.6767)
H (-7.0350, 2.4096, -0.2892)
Cl (5.6615, 1.0309, 4.7084)
H (2.2165, -2.3794, 1.3938)
Se (-1.7449, 0.4305, -0.2745)
H (-3.8613, -0.3633, 0.6816)
H (-0.4735, 0.8260, -2.3480)
H (3.9264, -3.0183, -2.6866)
C (-3.8307, 3.1371, -1.4949)
S (2.0208, -1.7553, -0.8454)
C (3.5730, 1.0040, 3.0167)
C (-4.1375, 2.6171, 1.6707)
H (-2.7477, 3.2404, -1.4084)
C (0.2095, -2.9952, 0.8973)
H (0.2371, -5.1724, -2.3188)
H (-4.0785, 2.7775, -2.4934)
H (-3.0657, 2.5556, 1.8680)
C (3.0502, 1.2965, 5.3575)
H (-4.2670, 4.1302, -1.3839)
Cl (3.5862, 1.4217, 6.9417)
H (1.4350, -7.2845, -2.7414)
N (1.1869, 4.4479, -0.6229)
H (2.1511, -3.7801, 0.3186)
C (2.4098, 3.2613, -2.3581)
C (-0.4343, -2.0490, 1.6926)
C (4.0121, 1.1119, 4.3091)
H (-4.6665, 2.0377, 2.4263)
O (1.0832, -0.5376, -0.7188)
C (1.9825, -6.3523, -2.7135)
C (1.6619, -2.8379, 0.5726)
H (-0.4366, 3.6843, 0.4466)
H (2.9779, 5.5318, -0.9297)
Ge (-4.5636, 1.9797, -0.1146)
O (0.8147, 2.2403, -0.8862)
C (0.2663, 4.5104, 0.5051)
H (-6.7531, 0.7867, 0.3485)
H (0.2152, -2.8386, -1.9223)
C (1.2605, -2.6736, -2.1897)
C (4.0491, -5.1418, -2.9089)

Force components x, y, z for each atom (eV/Å):
0.0 0.0 0.0
0.0 0.0 0.0
0.0 0.0 0.0
0.0 0.0 0.0
0.0 0.0 0.0
0.0 0.0 0.0
0.0 0.0 0.0
-0.1 0.0 0.1
0.0 0.0 0.0
0.0 0.0 0.0
0.0 0.0 0.0
0.0 0.0 0.0
0.0 0.0 0.0
0.0 0.0 0.0
0.0 0.0 0.0
0.0 0.0 0.1
0.0 0.0 0.0
0.0 0.0 0.0
0.0 0.0 0.0
-0.2 0.0 0.3
-0.2 0.0 0.1
0.0 0.0 -0.1
0.0 0.0 0.0
-0.2 0.0 0.0
0.0 0.0 0.0
0.0 0.0 0.0
0.0 0.0 0.0
0.4 0.0 -0.4
0.0 0.0 0.0
0.0 0.1 0.2
0.0 0.0 0.0
0.0 0.0 0.0
0.0 0.0 0.0
0.1 0.0 -0.1
0.0 0.0 0.0
0.0 0.0 0.0
0.0 0.0 0.0
0.0 0.0 0.0
0.0 0.0 0.0
0.0 0.0 0.0
0.0 0.0 0.0
0.1 0.0 0.0
0.0 0.0 0.0
0.0 0.0 0.0
0.0 0.0 0.0
0.0 0.0 0.0
0.0 0.0 0.0
0.0 0.0 0.0
-0.1 0.2 0.1
0.1 0.0 -0.2
0.0 0.0 0.0
0.0 0.0 0.0
0.0 0.0 0.0
0.0 0.0 0.0
0.0 0.0 0.0
0.0 0.0 0.0
0.5 -0.1 -0.3
0.0 0.0 0.0
0.0 0.0 0.1
0.0 0.0 0.0
0.0 0.0 0.0
0.0 0.0 0.0
0.0 0.0 0.0
0.1 0.0 0.1
-0.3 0.1 0.5
0.0 0.0 0.0
-0.1 -0.1 -0.1
0.0 0.0 0.0
0.0 0.0 0.0
0.0 0.0 0.0
0.0 0.0 0.0
0.0 0.0 0.0
0.0 0.0 -0.2
0.0 0.0 0.0
0.0 0.0 0.0
0.0 0.0 0.0
0.0 -0.1 -0.1
0.0 0.0 0.0

energy relative to the best compared isomer or geometry (same formula, charge and spin) = 0.0 kcal/mol
total charge = +2
E = -8645.0663 Eh
M = 989.49 Da
2S+1 = 3
expectation value of S² = 2.03

# 3
Here is a structure of composition C29H47BN6O at a distorted geometry from the Open Molecules 2025 dataset. Energies are from ωB97M-V with the def2-TZVPD basis set.

Atoms and positions in Å:
N (-25.5329, -23.3657, 13.0034)
C (-30.2658, -19.6641, 19.7841)
H (-27.0586, -26.3951, 12.2518)
C (-24.1952, -25.3843, 13.2920)
N (-29.4856, -24.0200, 16.7915)
C (-28.9841, -25.7829, 18.2827)
H (-24.9178, -14.5195, 16.3337)
H (-28.4645, -19.8688, 16.1001)
C (-32.6811, -19.7892, 19.7528)
H (-25.3479, -23.3320, 15.7686)
C (-30.7475, -20.3692, 18.5596)
H (-24.5910, -25.8595, 12.4167)
H (-22.0995, -20.7884, 16.4129)
C (-27.5071, -25.5373, 12.9339)
H (-32.0818, -16.0475, 12.4757)
C (-32.3449, -16.4558, 14.6819)
N (-32.1009, -20.5330, 18.7468)
C (-26.7165, -15.9965, 16.9603)
H (-27.5155, -18.2467, 17.0400)
H (-30.6462, -18.4812, 12.1529)
C (-31.6785, -17.6025, 15.3953)
H (-27.6033, -24.0774, 17.5509)
H (-23.6127, -17.0709, 15.8845)
H (-29.2330, -23.3235, 16.2576)
H (-23.9400, -26.3006, 13.9999)
C (-25.2685, -15.5301, 16.7032)
H (-29.6658, -21.1393, 15.3900)
H (-31.5941, -18.5960, 21.4561)
H (-33.7648, -19.8622, 19.9341)
H (-24.8626, -23.4407, 10.5830)
C (-28.4548, -24.6326, 17.5555)
C (-24.5684, -16.8123, 16.2698)
C (-30.4623, -25.9658, 17.7598)
H (-25.7003, -21.5146, 10.9190)
H (-30.1947, -20.8621, 17.6331)
H (-27.3554, -24.8034, 14.8921)
C (-26.5979, -21.8667, 11.3687)
H (-33.0156, -15.7109, 15.2751)
H (-24.8290, -20.9397, 17.2593)
H (-28.3793, -23.5017, 13.0036)
O (-24.6363, -22.4095, 13.0609)
C (-24.6121, -19.3589, 14.4457)
H (-28.3932, -24.1895, 11.3169)
H (-25.1244, -18.9592, 13.5734)
H (-24.9781, -18.7298, 15.9673)
H (-29.2847, -19.1576, 19.8793)
H (-32.5942, -21.2817, 18.0662)
C (-23.0077, -20.3695, 15.9277)
H (-26.3834, -26.3436, 14.6583)
H (-24.8895, -24.7857, 16.1263)
H (-27.7429, -21.5456, 15.1997)
H (-25.7974, -25.2567, 10.7041)
H (-28.7350, -20.1663, 14.0392)
H (-31.7779, -17.8844, 16.3996)
H (-31.1775, -26.6413, 18.0078)
C (-23.1137, -19.4568, 14.7279)
C (-26.4247, -23.4307, 11.8085)
H (-22.3346, -19.2457, 14.0058)
B (-28.6323, -20.7250, 15.1180)
N (-31.0009, -18.4037, 14.4862)
H (-26.9076, -21.1696, 12.1797)
C (-24.4850, -20.5529, 16.4161)
C (-26.7012, -17.4883, 16.8357)
N (-25.3732, -17.8296, 16.4452)
H (-30.2908, -19.3029, 14.6766)
H (-26.2078, -20.3260, 15.1995)
H (-28.5352, -26.3462, 19.1240)
C (-30.6988, -24.7288, 16.8886)
C (-24.7798, -23.9814, 15.3246)
C (-25.3207, -24.5319, 13.9325)
H (-27.3920, -21.7790, 10.8533)
C (-31.4525, -19.2554, 20.4895)
C (-31.9011, -16.7270, 13.2761)
C (-25.7095, -24.1025, 10.5612)
H (-23.2373, -24.7892, 12.9957)
H (-28.4424, -25.8404, 13.2722)
H (-27.5895, -15.4565, 17.3311)
H (-23.7856, -23.5380, 15.2413)
C (-27.7049, -24.0220, 12.2481)
H (-31.5226, -24.3915, 16.3022)
H (-26.3305, -23.9660, 9.6608)
C (-26.7174, -25.4316, 14.1854)
N (-25.2568, -19.9363, 15.4899)
C (-31.1505, -18.0565, 13.1434)

Force components x, y, z for each atom (eV/Å):
5.7 3.2 -0.3
-2.1 0.4 -2.7
-1.0 2.0 0.9
1.4 -0.9 0.7
-1.3 -7.4 5.1
-2.5 1.9 -2.8
-0.6 -1.3 1.0
0.1 -0.8 -1.3
4.2 -0.1 1.5
-3.7 4.4 1.7
1.3 -0.1 2.0
0.0 -0.2 -0.7
-0.9 0.7 -0.3
1.8 0.3 -2.6
-0.2 0.1 -0.6
2.7 -3.9 0.1
-1.0 -1.9 -3.3
3.5 -3.2 -0.4
1.4 1.1 -0.4
-1.0 0.8 3.0
-1.0 2.2 -3.8
2.6 1.0 0.5
0.8 0.6 -0.1
0.8 4.9 -3.6
-0.4 2.2 -1.2
-1.2 -3.3 -2.2
-1.6 -1.3 0.3
0.7 -1.5 -2.3
1.0 0.2 0.1
1.3 -1.1 -0.9
-5.5 -2.8 0.8
-2.4 5.2 2.0
5.1 7.3 -2.1
0.5 0.3 -0.5
-1.3 1.2 2.4
1.1 -0.9 -0.4
4.0 -1.5 5.3
1.5 -1.3 -1.8
-1.6 -1.7 3.4
1.4 0.1 -0.9
-5.0 -4.9 -0.1
5.8 -1.2 -0.4
1.4 0.4 1.6
0.0 0.0 0.6
-2.1 4.3 3.1
-0.7 -0.8 0.1
1.2 2.8 2.3
-4.5 1.7 -0.5
-0.1 -0.2 0.0
0.9 0.3 -1.4
0.4 -0.6 -0.2
1.4 2.1 -0.2
0.4 0.0 -0.2
0.2 -0.4 1.2
-1.8 -1.8 0.8
-4.3 -3.1 1.4
-0.6 3.7 -0.6
-0.1 0.3 0.3
1.0 2.0 1.2
1.8 -3.1 -0.5
0.8 -0.8 0.3
7.1 1.6 -5.6
1.2 3.0 0.1
-1.6 -0.2 0.5
-2.6 3.1 0.0
0.7 1.0 1.4
-0.2 0.4 -1.0
3.3 -3.1 2.4
2.2 -4.6 -1.9
-0.6 -0.4 2.7
-5.4 0.1 -4.7
-3.2 -0.2 -0.3
0.3 -2.4 1.6
-2.3 -1.5 1.7
-1.8 -1.0 0.8
-1.9 -0.7 0.0
0.5 0.0 -0.3
0.0 -0.5 0.1
-3.1 -3.9 0.1
-0.5 -0.1 -0.1
0.2 0.6 0.5
1.7 3.8 0.4
-2.1 -5.5 -3.3
-1.6 4.9 0.8

energy relative to the best compared isomer or geometry (same formula, charge and spin) = 53.3 kcal/mol
total charge = 0
E = -1561.0820 Eh
M = 506.55 Da

# 4
Here is the molecule C6H6N2 at a distorted geometry from the Open Molecules 2025 dataset. Energies are from ωB97M-V with the def2-TZVPD basis set.

Atoms and positions in Å:
H (-2.8804, -0.6488, -0.1822)
C (-1.7218, -0.4338, -0.1192)
C (0.0777, -0.4318, 1.6563)
N (0.2957, 0.9442, -2.5920)
N (-1.1966, 0.0808, -1.1844)
C (1.2401, 0.2756, -0.5663)
H (-1.9155, -0.7651, 2.0943)
H (0.3031, -0.3393, 2.7594)
H (2.1814, 0.5268, -0.9398)
H (2.2156, -0.2686, 1.3069)
H (1.2833, 1.3119, -2.7656)
C (1.2261, -0.1507, 0.7666)
C (-1.2137, -0.5422, 1.2069)
C (0.1051, 0.4409, -1.4410)

Force components x, y, z for each atom (eV/Å):
2.3 0.3 -0.1
-1.9 1.0 -1.5
-0.2 1.1 -1.0
1.1 1.3 -1.4
-1.8 -1.6 1.1
-1.0 -1.7 4.8
0.6 0.4 -1.9
-0.4 -0.6 -1.4
1.3 0.2 -0.8
-1.1 0.4 -0.9
-1.6 -1.0 0.6
0.8 0.4 -0.8
1.0 -0.8 3.9
0.9 0.7 -0.7

SMILES = [H]/N=c1\cccccn1
energy relative to the best compared isomer or geometry (same formula, charge and spin) = 47.1 kcal/mol
total charge = 0
E = -341.6476 Eh
M = 106.13 Da